Below is a 10-piece molecular cluster, H18NO12 overall in a non-equilibrium geometry, with properties calculated with wB97M-V/def2-TZVPD.

```
31
Properties=species:S:1:pos:R:3
N -0.046 0.326 0.287
O -0.210 -0.143 -0.906
O -0.800 -0.150 1.181
O 0.887 1.094 0.491
O -2.551 -0.669 -2.057
H -2.221 -0.044 -2.757
H -1.703 -0.587 -1.469
O 3.680 -0.109 2.055
H 3.526 -0.947 1.580
H 3.340 0.589 1.459
O 0.443 -2.855 -1.223
H -0.382 -3.358 -1.261
H 0.041 -2.098 -1.188
O 0.491 -1.365 -3.446
H 0.435 -2.224 -2.691
H 0.965 -0.646 -2.892
O -1.176 3.066 -1.530
H -1.238 3.017 -0.519
H -0.266 2.763 -1.629
O -3.436 0.002 1.673
H -2.422 -0.094 1.403
H -3.699 0.287 0.832
O 0.412 2.996 3.171
H -0.590 3.385 3.046
H 0.296 2.329 2.511
O 2.475 0.257 -1.400
H 3.027 0.948 -2.014
H 1.973 0.932 -0.832
O -0.077 -2.521 2.682
H -0.444 -1.734 2.099
H -0.732 -2.446 3.344
```

Properties
- Charge: -1
- HOMO energy: -7.1 eV
- Spin multiplicity: 1
- E_LUMO: 2.693 eV
- Calculated total energy: -26349.570 eV

natural (NBO) population analysis, charges in e, atoms 1 to 4: 0.737, -0.557, -0.550, -0.489

Below is C14H14BO9SSn as an isolated structure in a non-equilibrium geometry, with properties calculated with wB97M-V/def2-TZVPD.

```
40
Properties=species:S:1:pos:R:3
Sn -1.117 -1.323 0.972
B 1.411 -0.509 2.851
H 0.347 -0.329 2.825
H 1.759 -1.115 2.029
H 1.897 0.453 2.810
H 1.704 -0.921 3.804
C -1.687 2.229 -1.372
C -1.913 2.947 -2.511
C -0.810 3.918 -2.887
O -0.874 4.556 -3.959
C 0.436 3.963 -2.300
C 0.798 3.209 -1.169
C -0.385 2.152 -0.697
O -0.001 1.301 0.085
O 1.852 3.391 -0.561
O -2.980 2.652 -3.191
H -2.425 1.487 -1.104
H 1.164 4.652 -2.702
C -0.550 -0.804 -3.996
C -0.351 -1.423 -2.768
C 1.187 -1.442 -2.260
O 1.502 -1.276 -1.127
C 2.161 -1.453 -3.322
C 1.898 -0.973 -4.554
C 0.487 -0.442 -4.821
O 0.212 0.338 -5.911
O 2.879 -0.859 -5.367
O -1.210 -1.704 -1.975
H -1.582 -0.535 -4.167
H 3.160 -1.679 -2.982
C -1.543 -0.848 5.357
S -1.840 -2.627 4.967
O -2.143 -2.615 3.462
C -0.048 -3.222 5.037
H -0.495 -0.594 5.194
H -1.616 -0.555 6.405
H -2.239 -0.174 4.858
H 0.127 -4.235 4.675
H 0.381 -3.052 6.025
H 0.446 -2.539 4.346
```

Properties
- Charge: -3
- HOMO energy: 1.8 eV
- Spin multiplicity: 1
- E_LUMO: 4.393 eV
- Calculated total energy: -50503.587 eV

natural (NBO) population analysis, charges in e, atoms 1 to 4: 1.306, -0.812, -0.081, 0.016

Below is the molecule C4H2F4O in a non-equilibrium geometry, with properties calculated with wB97M-V/def2-TZVPD.

```
11
Properties=species:S:1:pos:R:3
C -0.786 0.793 1.781
C -0.596 1.071 0.330
C 0.691 -1.117 -0.046
C 0.232 0.270 -0.575
O -1.700 0.382 1.062
F -0.268 -1.647 0.705
F 1.042 -1.864 -1.071
F -0.497 0.107 -1.733
F 1.356 1.009 -0.955
H 1.588 -0.892 0.643
H -1.061 1.889 -0.142
```

Properties
- HOMO energy (spin up / spin down): -7.6 / -12.2 eV
- ⟨S²⟩: 2.0058
- Spin multiplicity: 3
- E_LUMO (spin up / spin down): 1.003 / -2.529 eV
- Calculated total energy: -17091.006 eV

natural (NBO) population analysis, charges in e, atoms 1 to 4: 0.291, -0.054, 0.534, 0.563

Below is a 8-piece molecular cluster, C58H70N8O17 overall in a non-equilibrium geometry, with properties calculated with wB97M-V/def2-TZVPD.

```
153
Properties=species:S:1:pos:R:3
C -0.059 1.561 4.372
C -0.178 2.551 3.210
N 1.115 3.183 2.913
C 0.987 4.343 2.038
O 1.951 4.272 1.006
C 1.431 4.191 -0.304
C 2.624 4.301 -1.264
O 2.642 3.372 -2.324
C 1.550 3.402 -3.249
C 0.694 2.134 -3.101
C -0.681 2.330 -2.449
C -1.150 1.125 -1.617
C -2.119 0.159 -2.323
C -3.496 0.202 -1.668
C -4.519 -0.816 -2.160
C -5.832 -0.736 -1.377
C -6.847 0.257 -1.945
C -8.095 0.395 -1.077
O -8.058 1.608 -0.335
C -9.315 2.229 -0.184
H 0.904 1.698 4.866
H -0.841 1.710 5.119
H -0.129 0.522 4.042
H -0.878 3.354 3.451
H -0.589 2.044 2.322
H 1.701 2.513 2.426
H 1.144 5.267 2.605
H -0.021 4.380 1.596
H 0.927 3.223 -0.444
H 0.694 4.982 -0.487
H 3.536 4.099 -0.699
H 2.682 5.332 -1.643
H 0.953 4.309 -3.080
H 1.976 3.477 -4.252
H 1.285 1.449 -2.483
H 0.591 1.648 -4.076
H -1.435 2.548 -3.214
H -0.646 3.217 -1.811
H -0.271 0.565 -1.273
H -1.639 1.515 -0.717
H -2.211 0.445 -3.378
H -1.742 -0.871 -2.321
H -3.374 0.080 -0.583
H -3.909 1.203 -1.828
H -4.717 -0.615 -3.221
H -4.108 -1.829 -2.103
H -5.609 -0.412 -0.351
H -6.291 -1.727 -1.299
H -7.119 -0.033 -2.965
H -6.386 1.248 -2.003
H -9.005 0.370 -1.689
H -8.163 -0.438 -0.362
H -9.607 2.764 -1.097
H -10.100 1.509 0.070
H -9.239 2.949 0.632
C -6.225 3.121 4.450
C -6.844 2.714 3.276
C -6.143 2.704 2.079
C -4.820 3.109 2.107
C -4.175 3.518 3.260
C -4.895 3.523 4.444
N -4.060 3.091 0.839
O -4.660 2.775 -0.166
O -2.878 3.385 0.876
H -6.781 3.124 5.379
H -7.879 2.398 3.287
H -6.598 2.383 1.150
H -3.141 3.826 3.217
H -4.416 3.841 5.360
C -15.613 0.328 -2.243
C -14.250 0.113 -2.083
C -13.559 0.752 -1.066
C -14.263 1.597 -0.229
C -15.619 1.831 -0.365
C -16.294 1.184 -1.388
N -13.536 2.280 0.862
O -12.340 2.077 0.953
O -14.172 3.003 1.599
H -16.147 -0.175 -3.038
H -13.722 -0.554 -2.751
H -12.499 0.608 -0.916
H -16.118 2.502 0.318
H -17.355 1.350 -1.516
C 4.330 1.022 -0.210
C 5.212 -0.046 -0.137
C 4.821 -1.231 0.468
C 3.541 -1.310 0.986
C 2.644 -0.257 0.934
C 3.055 0.916 0.328
N 3.104 -2.577 1.603
O 3.916 -3.478 1.692
O 1.952 -2.651 1.986
H 4.632 1.940 -0.696
H 6.201 0.036 -0.564
H 5.483 -2.083 0.523
H 1.652 -0.365 1.349
H 2.370 1.752 0.255
C 7.945 3.618 -5.605
C 8.911 2.622 -5.540
C 8.636 1.426 -4.893
C 7.386 1.266 -4.326
C 6.404 2.240 -4.375
C 6.697 3.428 -5.025
N 7.081 -0.004 -3.635
O 7.950 -0.850 -3.586
O 5.974 -0.121 -3.147
H 8.166 4.547 -6.113
H 9.881 2.773 -5.992
H 9.364 0.632 -4.823
H 5.442 2.059 -3.919
H 5.946 4.205 -5.078
C -0.311 -2.583 -0.680
C 0.707 -1.993 -1.418
C 0.511 -1.670 -2.752
C -0.721 -1.949 -3.314
C -1.753 -2.540 -2.607
C -1.536 -2.859 -1.275
N -0.951 -1.589 -4.730
O -0.030 -1.083 -5.339
O -2.048 -1.817 -5.198
H -0.143 -2.825 0.362
H 1.659 -1.771 -0.955
H 1.282 -1.204 -3.348
H -2.694 -2.735 -3.098
H -2.328 -3.321 -0.701
C 7.076 -3.083 2.973
C 8.318 -3.641 3.244
C 9.250 -2.945 3.998
C 8.906 -1.689 4.462
C 7.678 -1.105 4.206
C 6.761 -1.818 3.451
N 9.890 -0.937 5.270
O 10.971 -1.453 5.464
O 9.557 0.154 5.689
H 6.345 -3.631 2.393
H 8.569 -4.624 2.870
H 10.220 -3.362 4.224
H 7.462 -0.121 4.593
H 5.792 -1.385 3.238
C 8.117 -9.798 1.899
C 9.375 -10.314 2.185
C 10.280 -9.574 2.929
C 9.894 -8.322 3.373
C 8.650 -7.784 3.103
C 7.756 -8.537 2.356
N 10.854 -7.534 4.176
O 11.940 -8.029 4.394
O 10.501 -6.441 4.572
H 7.415 -10.382 1.319
H 9.654 -11.296 1.828
H 11.264 -9.945 3.169
H 8.381 -6.807 3.475
H 6.777 -8.136 2.134
```

Properties
- HOMO energy: -9.0 eV
- Spin multiplicity: 1
- SMILES: CCNCOCCOCCCCCCCCCCOC.O=[N+]([O-])c1ccccc1.O=[N+]([O-])c1ccccc1.O=[N+]([O-])c1ccccc1.O=[N+]([O-])c1ccccc1.O=[N+]([O-])c1ccccc1.O=[N+]([O-])c1ccccc1.O=[N+]([O-])c1ccccc1
- E_LUMO: -0.693 eV
- Calculated total energy: -107988.153 eV

Mulliken population analysis, charges in e, atoms 1 to 4: -1.409, 0.632, -0.378, -0.511

Below is C5H7BiO5 as an isolated structure in a non-equilibrium geometry, with properties calculated with wB97M-V/def2-TZVPD.

```
18
Properties=species:S:1:pos:R:3
O 3.142 0.830 3.213
C 1.977 0.916 3.231
O 0.882 0.867 3.635
O 2.412 1.956 -0.282
C 1.576 1.464 0.496
O 0.345 1.431 -0.212
C -0.781 0.770 0.354
C -1.320 -0.315 -0.543
O -0.299 -1.232 -0.844
C -0.724 -2.294 -1.663
Bi 1.188 2.156 -2.058
H -1.556 1.531 0.517
H -0.478 0.330 1.312
H -1.725 0.128 -1.472
H -2.157 -0.814 -0.021
H 0.166 -2.878 -1.927
H -1.468 -2.914 -1.135
H -1.180 -1.933 -2.601
```

Properties
- Charge: +1
- HOMO energy (spin up / spin down): -13.9 / -13.9 eV
- ⟨S²⟩: 0.7527
- Spin multiplicity: 2
- E_LUMO (spin up / spin down): -6.781 / -6.952 eV
- Calculated total energy: -21365.175 eV

natural (NBO) population analysis, charges in e, atoms 1 to 4: -0.501, 1.017, -0.532, -0.733

Below is the molecule C5H4ClN in a non-equilibrium geometry, with properties calculated with wB97M-V/def2-TZVPD.

```
11
Properties=species:S:1:pos:R:3
C 1.636 -1.218 -0.194
C -1.177 -0.544 0.447
C -0.641 0.297 -0.670
C 0.204 1.090 0.293
C 0.275 -0.380 0.259
N 2.633 -1.694 -0.485
Cl 1.309 2.186 -0.370
H -1.538 -0.062 1.238
H -1.533 -1.558 0.211
H -0.752 0.299 -1.772
H -0.416 1.585 1.043
```

Properties
- HOMO energy: -10.4 eV
- Spin multiplicity: 1
- SMILES: N#C[C@]12C[C@H]1[C@@H]2Cl
- E_LUMO: 0.828 eV
- Calculated total energy: -19258.493 eV

natural (NBO) population analysis, charges in e, atoms 1 to 4: 0.294, -0.360, -0.224, -0.238